one | The following is a DFT calculation (the ωB97M-V functional and the def2-TZVPD basis) of a 4-piece molecular cluster, C4H12O3 overall.

Output
- frontier orbital gap (hartree) = 0.1184

Positions of all 19 atoms, in Å:
C: -1.80 -1.27 1.28
C: -1.65 0.33 -2.09
O: 2.55 1.16 -1.04
C: -1.37 -0.27 -0.91
C: -2.27 -0.80 0.00
H: -1.42 -2.29 1.12
H: -0.87 -0.72 1.48
H: -2.50 -1.27 2.10
H: -0.83 0.55 -2.76
H: -2.67 0.33 -2.47
H: 3.10 0.83 -1.75
H: -0.33 -0.17 -0.57
H: -3.31 -0.59 -0.25
H: 1.04 1.74 0.54
H: 1.76 0.71 1.40
O: 0.85 1.19 1.32
H: 3.67 -0.48 1.53
H: 2.88 0.79 -0.08
O: 3.19 0.25 1.15

Atom charges from the natural (NBO) analysis, given in e for atoms 1 to 6:
1. C -0.749
2. C -0.025
3. O -1.091
4. C -0.369
5. C 0.262
6. H 0.305

***

two | The following is a DFT calculation (the ωB97M-V functional and the def2-TZVPD basis) of a 3-piece molecular cluster, C4H12O3 overall.

Output
- structure (SMILES) = C/C=C(/C)O.O.O
- frontier orbital gap (hartree) = 0.3500

Positions of all 19 atoms, in Å:
C: -0.13 1.90 1.93
C: -0.73 1.15 0.78
C: -0.77 -0.18 0.58
C: -1.73 -1.01 -0.33
O: 0.42 -0.84 1.24
H: 0.09 2.91 1.80
H: 0.74 1.41 2.24
H: -0.84 1.82 2.86
H: -1.19 1.72 -0.10
H: -1.40 -0.95 -1.39
H: -2.77 -0.61 -0.18
H: -1.65 -2.09 0.09
H: 0.23 -1.02 2.15
O: 2.58 -0.63 -1.20
H: 2.05 -0.31 -0.42
H: 3.52 -0.34 -1.03
O: 0.14 -0.84 -3.12
H: 0.76 -0.60 -2.36
H: 0.67 -1.49 -3.55

Atom charges from the natural (NBO) analysis, given in e for atoms 1 to 6:
1. C -0.643
2. C -0.251
3. C 0.286
4. C -0.687
5. O -0.775
6. H 0.221

***

three | The following is a DFT calculation (the ωB97M-V functional and the def2-TZVPD basis) of a 3-piece molecular cluster, C4H12O3 overall.

Output
- structure (SMILES) = CCCC=O.O.O
- frontier orbital gap (hartree) = 0.3659

Positions of all 19 atoms, in Å:
C: -1.03 0.19 -1.84
C: -0.10 -0.92 -2.22
C: 0.68 -1.59 -0.99
C: 1.48 -0.56 -0.29
O: 2.49 0.00 -0.62
H: -2.06 -0.02 -2.12
H: -0.81 1.21 -2.09
H: -1.06 0.10 -0.72
H: 0.70 -0.73 -2.92
H: -0.70 -1.78 -2.50
H: 1.17 -2.50 -1.32
H: -0.14 -1.94 -0.30
H: 1.12 -0.16 0.68
O: -0.71 0.80 3.51
H: -0.74 -0.17 3.51
H: -1.55 1.21 3.31
O: 0.46 2.61 1.98
H: 0.41 1.64 2.00
H: 0.38 2.61 2.95

Atom charges from the natural (NBO) analysis, given in e for atoms 1 to 6:
1. C -0.626
2. C -0.378
3. C -0.508
4. C 0.428
5. O -0.511
6. H 0.215

***

The winner here is three, beating the second structure by 0.462 eV.

***

one | The following is a DFT calculation (the ωB97M-V functional and the def2-TZVPD basis) of one molecule with the formula C3H3ClN2.

Output
- structure (SMILES) = N#C/C(Cl)=C/N
- frontier orbital gap (hartree) = 0.3388

Positions of all 9 atoms, in Å:
N: -1.23 -2.38 0.73
C: -0.86 -1.31 0.50
C: -0.21 -0.11 0.07
Cl: 1.47 0.10 0.47
C: -0.89 0.81 -0.71
N: -0.36 1.92 -1.22
H: -1.85 0.40 -1.02
H: -0.89 2.63 -1.64
H: 0.58 2.23 -1.10

Atom charges from the natural (NBO) analysis, given in e for atoms 1 to 6:
1. N -0.312
2. C 0.241
3. C -0.285
4. Cl 0.014
5. C 0.075
6. N -0.771

***

two | The following is a DFT calculation (the ωB97M-V functional and the def2-TZVPD basis) of one molecule with the formula C3H3ClN2.

Output
- structure (SMILES) = N#C/C(Cl)=C\N
- frontier orbital gap (hartree) = 0.3378

Positions of all 9 atoms, in Å:
N: 1.24 2.46 0.05
C: 0.94 1.35 -0.11
C: 0.84 -0.06 -0.03
Cl: 2.43 -0.71 0.03
C: -0.16 -0.89 -0.17
N: -1.42 -0.27 0.08
H: -0.09 -2.07 0.01
H: -2.21 -0.66 0.37
H: -1.57 0.85 -0.23

Atom charges from the natural (NBO) analysis, given in e for atoms 1 to 6:
1. N -0.272
2. C 0.224
3. C -0.254
4. Cl 0.027
5. C 0.059
6. N -0.821

***

The winner here is one, beating the second structure by 1.475 eV.

***

one | The following is a DFT calculation (the ωB97M-V functional and the def2-TZVPD basis) of a 2-piece molecular cluster, C11H15N overall.

Output
- structure (SMILES) = Cc1c[nH]c2ccccc12.CC
- frontier orbital gap (hartree) = 0.3083

Positions of all 27 atoms, in Å:
C: -2.67 -0.14 1.04
C: -1.38 0.51 0.69
C: -1.18 1.26 -0.46
N: 0.09 1.62 -0.46
C: 0.91 0.91 0.42
C: 2.21 0.98 0.70
C: 2.77 0.18 1.68
C: 1.88 -0.83 2.15
C: 0.50 -0.76 2.02
C: -0.12 0.19 1.17
H: -3.27 0.69 1.59
H: -2.70 -1.06 1.72
H: -3.19 -0.49 0.18
H: -1.91 1.67 -1.07
H: 0.64 2.04 -1.17
H: 2.80 1.60 0.17
H: 3.76 0.53 2.09
H: 2.29 -1.71 2.58
H: -0.07 -1.27 2.60
C: -1.52 -1.69 -3.06
C: -0.32 -1.32 -3.81
H: -1.68 -1.10 -2.21
H: -2.35 -1.59 -3.67
H: -1.55 -2.79 -2.75
H: -0.49 -0.45 -4.45
H: 0.63 -0.95 -3.12
H: 0.06 -2.19 -4.61

Atom charges from the natural (NBO) analysis, given in e for atoms 1 to 6:
1. C -0.633
2. C -0.111
3. C -0.018
4. N -0.496
5. C 0.130
6. C -0.265

***

two | The following is a DFT calculation (the ωB97M-V functional and the def2-TZVPD basis) of a 2-piece molecular cluster, C11H15N overall.

Output
- structure (SMILES) = Cc1c[nH]c2ccccc12.CC
- frontier orbital gap (hartree) = 0.3202

Positions of all 27 atoms, in Å:
C: -0.28 -2.57 -0.85
C: 0.29 -1.55 0.07
C: 1.60 -1.22 0.19
N: 1.74 -0.08 0.96
C: 0.49 0.36 1.31
C: 0.07 1.30 2.25
C: -1.29 1.50 2.40
C: -2.22 0.67 1.78
C: -1.81 -0.42 1.06
C: -0.45 -0.57 0.82
H: -0.86 -3.37 -0.38
H: 0.39 -2.98 -1.61
H: -0.95 -2.07 -1.55
H: 2.43 -1.80 -0.20
H: 2.60 0.40 1.13
H: 0.84 1.94 2.68
H: -1.63 2.26 3.10
H: -3.27 0.84 1.99
H: -2.50 -1.18 0.70
C: 1.34 1.50 -4.01
C: 0.07 0.90 -3.42
H: 1.94 0.77 -4.55
H: 1.11 2.31 -4.71
H: 2.01 1.95 -3.28
H: -0.10 0.02 -4.06
H: -0.89 1.40 -3.37
H: 0.33 0.47 -2.46

Atom charges from the natural (NBO) analysis, given in e for atoms 1 to 6:
1. C -0.640
2. C -0.085
3. C -0.032
4. N -0.531
5. C 0.137
6. C -0.235

***

The winner here is two, beating the second structure by 2.526 eV.

***

one | The following is a DFT calculation (the ωB97M-V functional and the def2-TZVPD basis) of a 2-piece molecular cluster, C11H15N overall.

Output
- structure (SMILES) = Cc1c[nH]c2ccccc12.CC
- frontier orbital gap (hartree) = 0.3287

Positions of all 27 atoms, in Å:
C: 2.27 1.05 0.13
C: 0.91 1.46 0.68
C: 0.58 1.98 1.88
N: -0.76 1.72 2.26
C: -1.33 1.13 1.14
C: -2.61 0.75 0.87
C: -2.90 -0.02 -0.26
C: -1.86 -0.56 -0.99
C: -0.48 -0.15 -0.83
C: -0.30 0.72 0.25
H: 2.68 0.55 1.06
H: 2.94 1.83 -0.24
H: 2.27 0.32 -0.69
H: 1.24 2.43 2.58
H: -1.23 2.48 2.75
H: -3.50 0.94 1.51
H: -3.92 -0.38 -0.39
H: -2.02 -1.14 -1.88
H: 0.22 -0.69 -1.43
C: 2.45 -2.77 -1.40
C: 2.05 -3.57 -2.62
H: 1.76 -2.61 -0.56
H: 3.39 -3.19 -0.94
H: 2.95 -1.81 -1.61
H: 1.19 -4.30 -2.52
H: 2.85 -4.14 -3.07
H: 1.66 -2.82 -3.34

Atom charges from the natural (NBO) analysis, given in e for atoms 1 to 6:
1. C -0.642
2. C -0.068
3. C -0.038
4. N -0.562
5. C 0.193
6. C -0.254

***

two | The following is a DFT calculation (the ωB97M-V functional and the def2-TZVPD basis) of a 2-piece molecular cluster, C11H15N overall.

Output
- structure (SMILES) = Cc1c[nH]c2ccccc12.CC
- frontier orbital gap (hartree) = 0.3204

Positions of all 27 atoms, in Å:
C: -1.39 3.47 1.30
C: -0.34 2.52 1.50
C: 0.47 2.23 2.58
N: 1.40 1.27 2.28
C: 1.09 0.78 0.99
C: 1.75 -0.16 0.19
C: 1.35 -0.34 -1.09
C: 0.42 0.60 -1.71
C: -0.32 1.53 -0.95
C: 0.07 1.71 0.40
H: -1.65 4.09 2.22
H: -2.33 3.06 0.84
H: -1.15 4.30 0.56
H: 0.34 2.49 3.67
H: 2.19 1.11 2.83
H: 2.40 -0.97 0.63
H: 1.67 -1.04 -1.81
H: 0.38 0.50 -2.80
H: -1.07 2.11 -1.45
C: -0.01 -3.27 -0.99
C: -1.38 -4.06 -1.53
H: 0.79 -3.93 -1.10
H: 0.18 -2.43 -1.68
H: -0.13 -3.04 0.12
H: -0.92 -4.99 -1.85
H: -1.77 -3.41 -2.42
H: -2.07 -4.14 -0.72

Atom charges from the natural (NBO) analysis, given in e for atoms 1 to 6:
1. C -0.631
2. C -0.119
3. C -0.018
4. N -0.538
5. C 0.155
6. C -0.255

***

three | The following is a DFT calculation (the ωB97M-V functional and the def2-TZVPD basis) of a 2-piece molecular cluster, C11H15N overall.

Output
- structure (SMILES) = Cc1c[nH]c2ccccc12.CC
- frontier orbital gap (hartree) = 0.3244

Positions of all 27 atoms, in Å:
C: -2.46 -2.97 -0.18
C: -1.86 -1.87 0.60
C: -1.51 -1.84 1.93
N: -0.85 -0.63 2.25
C: -0.88 0.15 1.13
C: -0.35 1.51 0.89
C: -0.63 2.16 -0.33
C: -1.14 1.41 -1.42
C: -1.50 0.10 -1.26
C: -1.41 -0.65 0.01
H: -3.41 -3.02 0.32
H: -2.01 -3.97 -0.18
H: -2.33 -2.69 -1.13
H: -1.72 -2.50 2.79
H: -0.60 -0.22 3.11
H: 0.07 2.12 1.63
H: -0.29 3.26 -0.41
H: -1.19 1.89 -2.56
H: -2.06 -0.41 -2.06
C: 3.18 1.75 -0.43
C: 3.30 0.31 -0.81
H: 2.83 2.34 -1.28
H: 2.52 1.85 0.36
H: 4.13 2.15 -0.03
H: 3.98 -0.28 -0.21
H: 3.82 0.34 -1.77
H: 2.35 -0.29 -0.94

Atom charges from the natural (NBO) analysis, given in e for atoms 1 to 6:
1. C -0.634
2. C -0.074
3. C -0.044
4. N -0.528
5. C 0.154
6. C -0.254

***

The winner here is one, beating the second structure by 0.436 eV.